Computed, not measured: C3H6LaO3 as an isolated structure at a distorted geometry, with ωB97M-V/def2-TZVPD.

For the orbital gap (alpha / beta), the calculation gives 5.2 / 5.2 eV. As for the expectation value of S²: 0.763. As for the spin multiplicity: 2. The energy above the lowest of the compared OMol25 structures with the same formula, charge and spin is 14.814 eV. As for the molar mass: 229.0 g/mol. For the strongest force on any atom, the calculation gives 4.71 eV/A. The total charge is +2. The total energy is -373.9683 Ha.

Element x y z (Å)
C (-1.53868, -0.00640, 0.29452)
C (-0.42476, 0.75438, 0.80597)
O (0.67041, 0.18813, 0.06690)
C (1.56897, -0.42831, 0.81500)
O (2.58745, 0.16748, 0.22060)
La (2.34499, 1.42689, -1.99043)
H (-2.50462, 0.48523, 0.43431)
H (-1.51767, -0.95543, 0.84957)
H (-0.35666, 0.59484, 1.88837)
H (0.96395, 1.55618, 1.24492)
H (0.66805, -1.81404, -1.25138)
O (-1.45209, -1.12936, -1.28939)
H (-1.00934, -0.83959, -2.08896)

Atomic forces in eV per Å
C -2.75 -1.52 -1.57
C 4.54 0.07 1.25
O -3.10 -1.35 -1.14
C 2.88 1.86 -2.00
O 2.92 -0.57 -0.83
La -0.59 -2.41 3.94
H -0.20 -0.42 -0.94
H 0.01 0.23 -0.36
H -0.32 -0.55 -0.20
H -3.20 1.77 -0.89
H -0.06 0.15 -0.32
O -0.09 1.91 3.31
H -0.04 0.83 -0.26

Löwdin population analysis, charges in e, atoms 1 to 2:
1 C 0.071
2 C -0.131